# 1
{
  "formula": "C2HN3O3",
  "method": "ωB97M-V/def2-TZVPD",
  "max_force_ev_per_a": 2.8,
  "homo_ev": -10.81,
  "de_lowest_ev": 6.5862,
  "spin_multiplicity": 1,
  "orbital_gap_ev": 9.849,
  "elements": ["C", "C", "N", "N", "N", "O", "O", "O", "H"],
  "positions_angstrom": [[1.509, -0.739, -0.628], [-0.705, 2.059, -0.478], [2.578, -0.804, -1.016], [0.293, -0.425, -0.263], [-0.395, -0.964, 0.705], [0.114, 2.391, -1.185], [-0.226, -1.917, 1.404], [-1.559, -0.282, 0.912], [-1.608, 0.681, 0.550]],
  "forces_ev_per_a": [[-0.389, -0.677, 1.006], [1.113, 0.603, -1.056], [1.619, -0.298, -0.667], [-2.530, 0.241, 1.147], [0.761, 1.343, -1.353], [-1.106, -0.149, 0.869], [0.279, 0.323, -0.483], [-0.912, 0.506, 0.448], [1.164, -1.893, 0.088]]
}


# 2
{
  "formula": "C7H14OS",
  "method": "ωB97M-V/def2-TZVPD",
  "max_force_ev_per_a": 4.1,
  "homo_ev": [-7.83, -7.83],
  "de_lowest_ev": 4.7207,
  "spin_multiplicity": 1,
  "orbital_gap_ev": [7.006, 7.007],
  "elements": ["C", "C", "C", "C", "C", "C", "C", "O", "S", "H", "H", "H", "H", "H", "H", "H", "H", "H", "H", "H", "H", "H", "H"],
  "positions_angstrom": [[-0.988, 0.131, -0.465], [-0.982, -1.255, 0.358], [0.373, 0.837, -0.394], [-1.427, -1.102, 1.687], [-0.620, -2.453, -0.055], [1.514, 0.053, -1.069], [0.771, 1.551, 0.770], [2.540, 3.062, -1.943], [0.811, 3.035, -2.099], [-1.225, 0.007, -1.555], [-1.781, 0.836, -0.095], [-2.544, -1.286, 1.630], [-1.247, -0.132, 2.140], [-1.135, -1.990, 2.306], [-0.571, -3.386, 0.497], [-0.571, -2.632, -1.189], [2.764, 2.325, -2.498], [2.406, 0.675, -1.193], [1.181, -0.520, -1.888], [1.826, -0.606, -0.359], [1.549, 2.131, 0.443], [1.293, 0.959, 1.484], [0.024, 2.230, 1.189]],
  "forces_ev_per_a": [[-0.372, 0.058, -1.041], [1.136, 1.643, -2.243], [0.300, -1.650, -2.808], [-2.397, -1.158, 3.119], [-0.102, -0.639, -3.967], [-1.161, 2.842, 0.244], [-1.044, 1.090, 1.153], [-1.801, 0.029, 0.539], [0.246, -1.133, 0.997], [0.235, -0.347, 0.926], [0.639, -0.865, 0.063], [0.801, 0.758, 0.283], [0.092, -0.088, 0.311], [0.175, 1.099, -0.154], [-0.133, 0.439, 0.482], [0.476, 0.339, 1.687], [0.636, -0.441, -0.580], [-0.335, 0.082, -0.571], [-0.155, -0.244, -1.253], [0.838, -2.329, 2.245], [2.080, 2.008, -0.662], [-0.152, -1.068, 1.053], [0.000, -0.424, 0.178]]
}


# 3
{
  "formula": "C33H30BCl2N6O4S3Sr",
  "method": "ωB97M-V/def2-TZVPD",
  "max_force_ev_per_a": 1.1,
  "homo_ev": -4.40,
  "total_charge": -1,
  "de_lowest_ev": 1.3265,
  "spin_multiplicity": 1,
  "orbital_gap_ev": 6.244,
  "elements": ["Sr", "O", "C", "O", "C", "C", "C", "C", "C", "N", "C", "O", "O", "H", "H", "H", "H", "H", "C", "N", "C", "C", "N", "B", "N", "C", "C", "N", "C", "C", "S", "C", "S", "H", "H", "H", "H", "H", "H", "H", "H", "H", "H", "H", "H", "N", "C", "C", "C", "C", "C", "C", "C", "C", "C", "C", "C", "C", "H", "H", "H", "H", "H", "H", "H", "H", "H", "H", "Cl", "C", "C", "C", "C", "C", "Cl", "C", "S", "H", "H", "H"],
  "positions_angstrom": [[0.009, 0.576, 0.373], [3.316, 3.365, 1.694], [2.208, 2.819, 1.202], [1.562, 1.979, 1.767], [1.784, 3.388, -0.124], [2.507, 4.381, -0.761], [1.973, 4.902, -1.931], [0.767, 4.412, -2.399], [0.140, 3.385, -1.703], [0.646, 2.885, -0.584], [-1.218, 2.842, -2.100], [-1.484, 2.886, -3.413], [-1.992, 2.472, -1.263], [3.578, 2.835, 2.464], [3.436, 4.736, -0.342], [2.487, 5.688, -2.468], [0.310, 4.796, -3.300], [-0.710, 2.446, -3.849], [-2.831, -3.657, 0.357], [-2.939, -3.002, -0.929], [-4.068, -2.955, -1.727], [-3.751, -2.190, -2.796], [-2.448, -1.765, -2.655], [-1.765, -0.670, -3.536], [-0.350, -1.196, -3.936], [-0.071, -2.507, -4.252], [1.268, -2.656, -4.329], [1.811, -1.415, -4.065], [3.224, -1.128, -3.939], [0.812, -0.531, -3.826], [1.087, 1.122, -3.446], [-1.958, -2.257, -1.498], [-0.385, -2.060, -0.865], [-3.592, -4.434, 0.414], [-2.975, -2.942, 1.167], [-1.840, -4.094, 0.456], [-4.976, -3.465, -1.459], [-4.337, -1.897, -3.648], [-2.477, -0.489, -4.501], [-1.610, 0.315, -2.876], [-0.858, -3.234, -4.352], [1.884, -3.516, -4.522], [3.779, -1.828, -4.562], [3.542, -1.225, -2.900], [3.408, -0.108, -4.265], [0.157, -0.500, 2.911], [0.790, -1.728, 3.185], [0.059, -2.705, 3.862], [0.603, -3.945, 4.149], [1.905, -4.224, 3.766], [2.627, -3.253, 3.087], [2.102, -2.001, 2.770], [2.942, -1.064, 1.956], [4.257, -0.843, 2.377], [5.142, -0.121, 1.583], [4.704, 0.338, 0.346], [3.381, 0.124, -0.032], [2.416, -0.534, 0.759], [-0.683, -0.346, 3.452], [0.750, 0.316, 3.017], [-0.954, -2.471, 4.173], [0.008, -4.684, 4.673], [2.350, -5.190, 3.973], [3.634, -3.472, 2.750], [4.596, -1.242, 3.329], [6.160, 0.050, 1.915], [5.391, 0.863, -0.312], [3.079, 0.512, -1.011], [-2.993, -0.006, 1.463], [-3.788, 1.391, 2.174], [-5.162, 1.308, 2.278], [-5.865, 2.363, 2.842], [-5.161, 3.471, 3.282], [-3.784, 3.518, 3.157], [-2.995, 4.964, 3.738], [-3.005, 2.484, 2.597], [-1.285, 2.557, 2.451], [-5.666, 0.423, 1.913], [-6.942, 2.321, 2.932], [-5.670, 4.317, 3.725]],
  "forces_ev_per_a": [[-0.886, -0.578, 0.107], [0.167, -0.094, -0.003], [-0.165, 0.312, -0.347], [0.357, 0.096, 0.409], [0.239, -0.022, 0.357], [-0.161, 0.122, -0.177], [0.065, -0.009, 0.056], [-0.110, -0.104, -0.165], [0.043, 0.128, 0.212], [0.164, 0.487, -0.127], [0.115, -0.004, -0.018], [-0.050, -0.021, 0.079], [0.010, -0.003, -0.109], [-0.036, 0.009, 0.014], [0.005, -0.007, 0.004], [0.002, -0.002, 0.007], [0.014, 0.016, 0.004], [-0.076, 0.019, -0.021], [-0.012, -0.019, -0.048], [-0.067, 0.011, 0.022], [0.021, -0.004, -0.039], [0.050, -0.021, 0.054], [-0.087, 0.010, 0.105], [0.047, 0.027, -0.001], [0.015, 0.007, -0.136], [-0.002, -0.004, -0.039], [-0.048, 0.039, 0.026], [0.049, -0.031, -0.045], [-0.006, -0.016, 0.028], [-0.042, 0.075, 0.076], [0.143, -0.223, -0.036], [0.104, -0.002, -0.086], [-0.156, -0.204, 0.124], [0.000, 0.000, 0.015], [0.009, 0.005, 0.016], [0.017, 0.008, 0.002], [0.014, 0.009, -0.010], [-0.008, -0.002, 0.023], [0.044, -0.039, -0.035], [-0.055, 0.028, 0.015], [0.031, 0.010, -0.023], [-0.018, 0.007, 0.005], [0.006, 0.003, 0.007], [-0.002, 0.002, 0.007], [0.004, 0.008, -0.026], [0.200, 0.196, -0.116], [-0.137, -0.041, 0.035], [0.011, 0.010, -0.002], [-0.003, 0.002, -0.005], [-0.018, 0.006, -0.005], [0.054, 0.015, -0.032], [0.015, -0.024, 0.024], [-0.203, -0.092, 0.063], [0.052, 0.044, -0.060], [-0.026, -0.017, -0.004], [0.058, -0.046, 0.095], [-0.113, 0.066, -0.135], [0.242, 0.039, -0.097], [-0.059, 0.005, -0.035], [0.153, -0.088, 0.081], [0.002, 0.001, -0.007], [0.012, 0.000, -0.005], [-0.003, 0.010, 0.005], [-0.008, -0.014, 0.010], [-0.014, -0.002, 0.001], [-0.005, 0.007, -0.006], [-0.019, 0.002, -0.002], [0.013, 0.049, 0.056], [-0.021, -0.026, -0.053], [0.119, -0.166, -0.109], [0.002, 0.116, 0.044], [-0.017, -0.065, -0.024], [0.034, 0.017, 0.001], [0.039, 0.140, 0.060], [-0.024, -0.051, -0.016], [-0.024, -0.073, -0.082], [-0.038, -0.049, 0.041], [-0.019, 0.012, 0.009], [0.008, 0.001, -0.004], [-0.014, -0.017, -0.007]]
}